Entry 1:
The following is a quantum chemistry calculation of a molecular structure, C38H52Br2CrN5O2P2, from the OMol25 dataset.

XYZ file:
```
102
Properties=species:S:1:pos:R:3:forces:R:3
H -4.562 -25.270 5.942 0.1 -0.7 -0.7
H -3.441 -16.852 10.548 -0.3 0.6 0.0
Br 2.182 -20.233 6.399 -0.5 -0.2 -0.1
C -2.159 -18.588 8.873 0.5 -0.1 0.8
C 0.322 -20.685 6.231 2.4 -0.6 -0.2
H -7.840 -18.756 8.366 -0.5 0.8 1.3
H 0.965 -22.173 10.031 -0.3 -0.5 0.1
H -5.898 -23.004 3.911 0.1 0.3 -0.7
C -7.741 -15.047 10.200 0.6 -1.0 1.4
N -3.146 -17.773 8.170 0.3 -0.5 0.0
C -1.453 -25.638 4.503 -1.9 1.1 0.2
H -6.693 -20.876 9.758 -0.1 0.0 0.2
H -3.222 -18.027 7.186 0.4 -0.1 0.4
O -4.368 -20.210 3.885 -1.0 -0.5 -1.0
H 1.966 -20.882 9.387 -0.2 -0.2 0.4
H -6.352 -22.757 1.691 -1.2 -0.3 0.5
H -7.111 -20.286 5.130 0.1 0.5 0.0
H -6.399 -15.118 5.613 0.0 0.3 0.0
N -3.146 -23.861 5.785 -0.7 -0.3 0.4
C -5.306 -22.611 1.608 1.5 -1.9 0.8
C -1.915 -23.511 5.495 0.9 -0.7 -1.1
C -7.558 -19.281 5.053 -0.8 -0.9 -1.1
H -3.857 -20.143 12.252 -0.3 0.2 0.2
H -5.333 -18.656 10.002 -0.1 0.6 -0.1
H -7.237 -16.092 4.353 1.4 0.3 0.5
C -1.299 -20.706 9.839 -0.9 1.3 -0.7
H -8.653 -19.509 5.048 0.7 0.4 -0.2
C -3.997 -22.265 9.911 0.7 0.0 -0.8
C -1.031 -24.374 4.773 -0.4 0.9 0.8
H -7.262 -19.663 10.956 0.6 -0.3 -0.5
C -3.805 -16.064 5.325 -2.4 -0.1 0.9
H -5.080 -18.847 12.598 -0.3 0.0 0.5
H -8.408 -20.084 7.267 1.2 1.3 0.6
C -3.589 -25.110 5.477 1.1 1.5 0.5
Br -0.412 -26.763 3.574 1.3 -1.5 -1.1
C -5.441 -16.013 10.491 0.9 -1.3 -0.8
H -5.125 -22.603 0.560 0.6 -0.3 -0.7
H -2.871 -21.868 11.741 0.8 0.5 0.5
C -5.214 -23.122 9.526 -0.3 0.2 0.8
C -7.245 -18.465 6.277 -0.9 0.1 1.4
H -5.638 -22.915 8.568 -0.3 0.8 -0.8
P -4.102 -20.528 9.311 -0.6 0.1 -0.8
H -3.632 -18.491 11.650 -0.3 -0.5 0.5
H -7.499 -14.014 10.156 0.2 1.0 -0.2
C -7.563 -19.337 7.542 -0.4 -1.9 -2.4
H -0.533 -17.181 8.520 0.0 1.7 -0.7
C -4.391 -19.266 11.886 0.7 0.6 -1.9
H -3.990 -15.473 6.256 -0.1 0.1 -1.0
C -5.096 -19.555 10.527 -0.2 -1.5 0.8
C -6.552 -16.297 8.428 1.4 -1.0 -1.3
N -5.517 -22.100 4.140 -0.8 -1.1 2.1
C -0.023 -21.979 5.959 -2.2 -0.4 -0.4
H 1.608 -20.904 11.127 -0.3 -0.3 -0.6
C -2.414 -19.899 9.430 1.3 0.9 -0.5
H -5.103 -17.473 4.143 0.4 -0.1 -0.5
C -6.227 -15.689 4.704 -1.1 -2.5 0.9
H -3.155 -22.596 9.216 -0.8 0.1 0.9
C -5.424 -16.960 7.877 -0.3 -0.5 0.0
C -2.772 -25.993 4.807 -0.4 0.3 1.0
H -5.476 -15.868 11.535 0.0 0.7 1.0
H -3.123 -26.965 4.624 -0.3 -1.2 -0.4
H -4.911 -24.135 9.378 0.3 -1.0 0.5
C 1.179 -21.127 10.124 0.9 1.3 0.3
C -0.828 -18.101 8.904 -0.9 -2.6 1.2
C 0.198 -18.910 9.387 -0.2 -0.2 0.5
C -4.315 -16.583 9.948 1.1 -0.8 0.1
C -6.419 -20.344 10.672 -0.7 0.8 0.8
H -0.209 -18.680 6.534 -0.3 -1.1 -0.4
H 1.195 -18.500 9.390 0.2 0.0 -0.1
H -5.838 -15.089 3.935 0.4 1.0 -0.9
H -4.823 -22.628 5.932 0.5 -0.8 0.4
H -3.711 -15.453 4.450 1.1 0.5 -0.1
H -7.965 -15.239 11.257 0.1 -0.1 -0.1
C -4.951 -21.175 3.366 2.0 1.9 1.0
C 0.003 -20.229 9.847 -0.3 0.5 -0.9
H -3.270 -23.558 11.361 0.3 0.0 0.5
H -6.388 -21.032 11.519 0.2 -0.3 -0.2
N -5.417 -21.915 5.549 -0.4 1.0 -0.8
H -0.060 -24.056 4.412 -0.2 0.0 0.2
C -1.963 -19.874 6.235 -0.1 -1.8 -0.4
H -4.508 -22.518 12.019 0.3 0.3 -0.1
H -4.694 -23.430 2.195 -1.2 1.3 -1.5
H -1.455 -21.751 10.002 -0.1 -0.4 0.5
O -4.924 -21.347 2.071 0.0 0.6 -0.1
N -2.333 -21.152 6.009 1.4 -1.3 0.1
C -5.157 -16.821 5.001 -0.3 1.4 0.4
H -6.033 -23.068 10.278 0.6 -0.1 -0.5
C -0.582 -19.714 6.314 -0.5 4.6 0.9
P -5.498 -17.949 6.376 -0.3 -0.5 -0.3
H -6.686 -19.937 7.808 -0.1 0.0 0.0
H -2.978 -16.660 5.642 0.8 -0.7 -0.7
C -4.276 -17.124 8.643 0.0 0.8 1.0
C -1.420 -22.177 5.873 0.0 0.9 -0.3
C -3.614 -22.524 11.379 -1.2 -1.3 -1.0
H -7.400 -16.166 7.797 -0.6 0.1 -0.2
H -7.255 -18.886 4.057 -0.2 0.0 0.8
H 0.681 -22.748 5.684 0.0 0.0 0.5
H -6.360 -21.903 5.908 0.0 -0.2 0.4
C -6.572 -15.879 9.711 -1.4 1.8 0.6
H -7.929 -17.602 6.385 0.4 -0.2 -0.6
Cr -4.055 -20.136 6.127 0.0 0.4 0.1
H -8.645 -15.213 9.677 -0.8 -0.2 -0.8
```
Positions in Å, forces in eV/Å.

Results
- orbital gap (spin up / spin down) (eV) = 7.0935 / 7.4991
- HOMO level (spin up / spin down) (Eh) = -0.354 / -0.372
- net charge = +1
- 2S+1 = 5

Entry 2:
The following is a quantum chemistry calculation of 5 unconnected molecules or ions with the total composition C38H52F6N3O15Si, from the OMol25 dataset.

XYZ file:
```
115
Properties=species:S:1:pos:R:3:forces:R:3
H -1.605 -4.653 -7.796 0.1 0.2 -0.1
H 0.285 -0.912 -1.624 -0.4 0.6 0.1
C 1.101 5.375 3.826 -1.8 0.1 -0.7
H -0.516 6.372 2.731 0.6 -0.4 -0.2
O -0.441 -5.889 -8.954 -0.4 -0.3 0.5
C 3.000 2.718 0.263 -1.4 0.5 -0.1
H -4.279 3.546 -6.118 0.0 -0.2 0.0
F -2.379 5.062 -4.493 0.1 0.0 0.0
H -0.919 -5.822 -5.772 -0.1 -0.2 -0.1
C 6.917 0.454 2.620 1.3 -0.7 -1.1
F 0.334 -4.124 -7.791 -0.1 0.1 0.0
H -8.055 -4.924 4.392 0.2 0.0 0.0
H 3.783 -1.890 -0.002 -0.1 0.2 -0.1
H -6.250 -2.434 4.346 0.1 -0.1 0.1
H 0.276 2.636 1.084 0.3 -0.6 -0.1
H 0.685 -6.189 -6.435 0.0 0.1 -0.2
H 0.831 5.827 1.645 -0.3 -0.2 0.5
O 1.377 3.437 6.015 0.3 0.2 -0.7
C -2.850 1.799 -3.957 -0.2 -0.4 0.2
N 1.867 4.095 3.789 0.6 -0.3 1.4
C 0.227 5.567 2.537 0.1 0.1 0.4
C -6.950 -3.821 2.071 -0.1 -0.2 -0.7
C 7.659 -1.993 1.714 0.0 0.7 0.6
H 3.139 -0.819 -1.071 -0.1 -0.4 0.4
H 4.004 0.351 3.535 -0.5 -0.2 -0.6
C -2.649 -2.280 3.172 0.2 -0.1 0.4
C -3.937 3.394 -5.096 -0.5 0.1 -0.4
H 0.363 5.308 4.661 0.7 0.3 -0.4
C 4.570 0.020 0.096 0.4 -0.8 -0.2
H 3.437 5.216 4.737 0.0 -0.6 -0.4
C 0.658 1.660 0.711 0.8 -0.1 -0.2
H 1.356 2.640 -1.077 0.6 -0.4 0.4
H 6.472 0.272 3.620 0.1 -0.2 -0.7
H -2.478 2.357 0.790 0.1 0.1 -0.8
C -1.355 -1.775 3.453 -0.5 1.0 -1.6
O -2.603 0.769 -3.417 -0.3 0.3 -0.2
C 4.254 4.321 2.950 -0.9 1.4 0.5
C -6.427 -3.503 4.207 0.3 -0.4 0.3
H -3.164 1.393 -0.527 0.5 0.6 -0.2
H 7.834 1.067 2.801 -0.7 -0.2 -0.1
H 3.847 -3.087 1.982 0.4 0.6 0.1
H -3.095 -2.956 3.925 0.2 0.4 -0.6
C -2.259 1.970 -0.236 0.2 -0.6 0.7
H 6.591 3.132 2.935 -0.8 0.1 -0.2
H -1.420 -0.677 -2.018 0.5 0.4 0.5
H -0.279 0.587 -2.474 -0.1 -0.4 0.7
H -5.306 -2.552 -3.883 -0.1 0.1 -0.2
C -0.374 -6.081 -6.679 -0.1 -0.2 0.6
N 4.543 3.009 2.306 1.6 2.0 0.7
H -0.023 2.243 3.413 0.4 -0.4 0.5
O -2.082 2.921 -3.853 -0.2 -0.4 -0.4
H 2.872 1.850 2.336 -0.4 0.7 -1.0
H 6.588 1.583 0.781 -0.7 -0.7 0.0
Si -0.834 0.707 -0.001 -1.0 0.1 0.0
C 5.985 1.272 1.662 0.2 2.0 2.8
C -2.793 -1.059 1.053 0.8 -0.3 1.4
C -4.665 -3.196 -4.482 -0.6 0.1 0.3
O -4.935 -3.040 -5.876 0.6 0.0 0.0
C -0.802 -7.160 -8.600 0.0 -0.6 -0.4
H -4.838 -4.234 -4.191 0.2 0.0 0.0
O -6.825 -3.825 0.892 0.1 0.0 0.2
O 3.578 -2.422 2.641 -1.5 -0.9 0.4
C 3.874 -0.137 2.531 0.5 0.2 0.5
N 3.456 -0.934 -0.108 0.1 0.8 -0.5
O -0.859 -7.297 -7.244 0.0 0.3 -0.4
H -2.007 2.777 -0.951 -0.4 -0.4 0.4
H 1.720 6.276 4.012 0.0 -0.7 -0.1
H 1.388 1.254 3.990 -0.7 0.2 0.1
H 5.210 4.747 3.327 -0.5 -0.6 -0.3
C -3.749 -3.145 -6.527 -0.2 -0.1 -0.8
F -5.799 -4.198 5.186 0.1 0.1 0.0
H 3.626 3.463 4.872 -0.3 0.4 -0.6
C 3.286 4.263 4.171 0.7 0.3 -0.2
H 7.853 -3.060 1.629 0.0 0.9 -0.3
O -3.924 2.005 -4.758 0.5 0.1 0.2
H 4.703 0.670 -0.797 -0.2 -0.1 0.8
O -8.139 -3.717 2.718 0.5 0.0 0.0
C -1.483 -0.517 1.317 -0.3 -0.2 -0.2
H -0.784 -1.999 4.365 -0.5 -0.1 -0.5
C 3.606 2.117 1.548 1.2 -1.0 1.1
C 1.290 3.219 4.835 -1.0 -1.2 0.1
C 7.433 -0.836 2.003 -0.9 -0.6 0.7
O -5.908 -3.912 2.954 -0.5 0.4 0.0
H -0.073 1.493 5.075 0.5 0.2 -0.4
C 4.505 0.822 1.454 0.1 -1.5 -1.9
H -4.605 3.927 -4.417 0.2 0.1 0.1
H -1.865 3.615 -5.780 0.1 0.1 0.1
O -3.636 -3.160 -7.709 0.1 -0.1 0.3
H 3.891 5.059 2.199 0.1 -0.8 0.4
H 1.063 1.082 1.567 -0.3 0.3 -0.4
H -4.378 -2.361 1.801 0.7 0.2 0.2
H -8.521 -3.242 4.710 -0.1 0.1 -0.2
C -3.216 -2.810 -4.399 0.3 -0.3 0.4
H -3.041 -1.739 -4.269 0.1 -0.1 0.1
C -7.878 -3.884 4.110 -0.6 0.1 0.3
F 3.951 2.971 -0.704 -0.3 -0.4 0.9
F 2.490 3.976 0.602 0.6 -0.7 -0.1
C -0.609 -5.102 -7.793 0.4 0.4 -0.2
H 5.506 -0.587 0.150 -0.5 0.7 0.1
C 5.768 2.624 2.410 -0.6 -2.4 -1.8
C -2.497 3.778 -4.904 0.0 0.5 0.3
C -3.375 -1.947 1.995 0.9 0.6 -0.2
H 2.097 1.041 -0.898 0.0 0.4 0.6
C -0.780 -0.877 2.497 -1.0 -0.7 0.2
C -0.518 -0.133 -1.658 0.5 -0.7 -0.5
O -2.701 -3.226 -5.652 -0.5 0.3 -0.1
C 1.790 1.937 -0.325 -0.3 0.6 -0.3
F -2.580 -3.498 -3.418 0.1 0.1 0.0
H 0.224 -0.481 2.717 -0.5 -0.1 -0.3
H -3.351 -0.774 0.145 0.4 -0.2 0.6
H 2.810 -0.324 2.282 0.6 0.3 0.1
H -0.361 4.649 2.322 0.5 0.5 0.1
O 4.520 -1.400 2.618 1.4 0.9 -0.6
C 0.571 1.945 4.301 0.4 1.2 -0.1
O -1.041 -8.028 -9.370 0.1 0.1 0.2
```
Positions in Å, forces in eV/Å.

Results
- orbital gap (eV) = 7.2021
- HOMO level (Eh) = -0.406
- net charge = +1